(1)
150
Properties=species:S:1:pos:R:3:mulliken_charge:R:1 method="wB97M-V/def2-TZVPD" charge=+2 energy_ev=-138590.7826 relative_energy_kj_mol=190.6 largest_force_ha_per_bohr=0.1021 homo_energy_ev="-11.41 / -11.41" homo_lumo_gap_ev="7.74 / 2.35" multiplicity=2
Zn -0.49 3.78 1.53 1.0407
B 0.52 0.81 0.39 0.1696
F -0.58 -0.03 0.35 -0.2254
F 0.12 2.02 0.92 -0.0185
F 1.48 0.24 1.20 -0.5836
F 1.04 0.91 -0.89 -0.0726
C 0.33 2.05 4.11 0.0101
O -0.24 2.63 3.25 0.0480
N 0.28 2.36 5.40 -0.4283
N 1.03 0.99 3.94 -0.1406
H -0.26 3.18 5.65 0.2091
H 0.96 1.99 6.05 0.1870
H 1.46 0.46 4.68 0.2154
H 1.17 0.62 3.01 -0.2116
C 0.07 4.33 -1.64 0.2754
O -0.32 4.41 -0.47 -0.2534
N 0.50 5.38 -2.25 -0.3616
N 0.46 3.27 -2.25 0.3919
H 1.03 5.37 -3.11 0.0985
H 0.33 6.24 -1.75 0.1944
H 0.40 2.38 -1.79 -0.2041
H 0.55 3.40 -3.25 -0.0709
C -3.20 2.57 0.42 0.2940
O -2.33 3.30 0.91 -0.3148
N -4.42 2.93 0.35 -0.3491
N -3.05 1.28 0.16 0.0125
H -5.05 2.28 -0.09 0.1603
H -4.71 3.81 0.76 0.2567
H -3.87 0.72 -0.01 0.2916
H -2.17 0.79 0.25 -0.1445
C -6.04 -6.60 3.35 -0.7609
O -5.95 -5.44 2.55 -0.3033
C -4.97 -5.56 1.47 -0.5403
C -5.10 -4.19 0.69 -0.1646
N -4.09 -4.17 -0.39 -0.2999
C -4.03 -2.80 -0.98 0.1006
C -3.40 -2.86 -2.41 -0.8391
O -1.94 -3.22 -2.56 -0.4907
C -1.07 -2.29 -1.88 -0.0744
H -6.59 -6.33 4.26 0.2649
H -5.08 -7.07 3.56 0.2945
H -6.67 -7.38 2.92 0.3024
H -5.21 -6.38 0.79 0.4143
H -3.93 -5.77 1.72 0.2067
H -4.78 -3.45 1.42 0.0237
H -6.07 -3.97 0.26 0.2821
H -3.22 -4.60 -0.14 0.2738
H -3.45 -2.14 -0.34 -0.4909
H -5.04 -2.38 -1.04 0.5976
H -3.62 -1.91 -2.88 0.3753
H -3.97 -3.58 -3.00 0.3599
H -1.40 -2.38 -0.84 -0.2129
H -1.18 -1.24 -2.16 0.3508
H -0.01 -2.50 -2.02 0.2087
C 7.60 -6.87 -2.20 -0.7570
O 6.80 -5.75 -2.62 -0.3171
C 7.36 -4.45 -2.39 -0.4129
C 6.57 -3.40 -3.19 -0.6874
N 5.27 -3.00 -2.64 0.1150
C 5.39 -2.33 -1.36 -0.7760
C 4.10 -2.04 -0.64 -0.2319
O 3.50 -3.26 -0.47 -0.4909
C 2.20 -3.04 0.17 -0.1406
H 7.89 -6.71 -1.17 0.3227
H 8.56 -6.94 -2.72 0.3108
H 6.98 -7.76 -2.17 0.2768
H 8.32 -4.53 -2.91 0.4488
H 7.44 -4.39 -1.31 0.4018
H 6.39 -3.85 -4.17 0.3403
H 7.21 -2.52 -3.24 0.4206
H 4.77 -3.85 -2.41 0.3661
H 6.06 -1.47 -1.40 0.5798
H 5.99 -3.06 -0.81 0.3005
H 3.51 -1.42 -1.32 0.2533
H 4.44 -1.62 0.31 0.3695
H 2.07 -2.08 0.67 -0.0839
H 2.03 -3.80 0.93 0.0957
H 1.55 -3.08 -0.71 0.2575
C -4.43 -0.56 2.22 0.5579
O -3.71 -0.97 3.43 -0.4583
C -2.28 -0.73 3.56 0.0381
C -1.40 -1.73 2.70 0.5471
N -1.54 -3.10 3.18 -0.0247
C -0.88 -3.47 4.43 -0.3495
C -0.97 -5.01 4.74 -0.9000
O -0.29 -5.83 3.84 -0.3386
C 1.09 -5.94 3.81 -0.4488
H -4.00 -0.91 1.28 -0.8915
H -4.32 0.53 2.16 0.1649
H -5.42 -0.96 2.42 0.4017
H -1.94 -0.86 4.59 0.3656
H -2.19 0.32 3.26 -0.4439
H -0.37 -1.40 2.65 0.0406
H -1.79 -1.70 1.68 -0.6002
H -1.43 -3.82 2.48 0.2777
H -1.31 -2.96 5.30 0.3341
H 0.17 -3.19 4.39 0.2740
H -2.02 -5.30 4.69 0.3298
H -0.74 -5.29 5.77 0.4767
H 1.46 -5.23 3.08 -0.0607
H 1.38 -6.91 3.40 0.2829
H 1.57 -5.65 4.75 0.3865
C 2.74 3.71 1.43 -0.7533
O 1.47 4.27 1.88 0.6839
C 1.65 5.61 2.30 -0.8530
C 0.34 6.21 2.90 -0.9907
N -0.67 5.89 1.88 -0.0607
C -1.94 6.43 2.47 -0.8886
C -2.47 5.72 3.66 -0.8614
O -2.18 4.32 3.47 0.1992
C -3.00 3.47 4.24 -0.8442
H 3.54 3.75 2.16 0.3632
H 3.13 4.22 0.55 0.3389
H 2.43 2.69 1.20 -0.0454
H 2.08 6.22 1.50 0.5136
H 2.45 5.76 3.02 0.4594
H 0.56 7.27 3.02 0.4666
H 0.00 5.84 3.87 0.3373
H -0.47 6.53 1.12 0.1825
H -2.78 6.62 1.81 0.4614
H -1.75 7.42 2.89 0.4231
H -3.56 5.81 3.76 0.3975
H -1.95 5.90 4.60 0.4454
H -2.74 2.42 4.13 0.0077
H -4.07 3.50 4.07 0.3996
H -2.86 3.64 5.31 0.3687
C -0.66 4.29 -9.18 -0.6922
O -1.34 4.19 -7.86 -0.4379
C -0.49 4.05 -6.77 -0.4175
C 0.40 2.90 -6.91 -0.7026
N 0.93 2.53 -5.61 -0.1029
C 1.82 1.44 -5.67 -1.2996
C 2.24 0.94 -4.30 0.2303
O 3.31 1.88 -4.02 -0.4044
C 3.71 1.75 -2.67 -0.1409
H -1.35 4.57 -9.98 0.2570
H -0.26 3.34 -9.54 0.2606
H 0.15 5.01 -9.12 0.3197
H -1.07 3.93 -5.86 0.2357
H 0.08 4.97 -6.76 0.3652
H 1.21 3.02 -7.62 0.4177
H -0.22 2.07 -7.26 0.3632
H 1.38 3.28 -5.11 0.1548
H 2.70 1.61 -6.29 0.4456
H 1.26 0.69 -6.23 0.6460
H 2.58 -0.10 -4.29 0.3432
H 1.40 1.08 -3.62 -0.1848
H 4.24 2.62 -2.29 0.3282
H 4.27 0.83 -2.54 0.2165
H 2.89 1.54 -1.98 -0.2287

***

(2)
137
Properties=species:S:1:pos:R:3:mulliken_charge:R:1 method="wB97M-V/def2-TZVPD" charge=+4 energy_ev=-73808.6447 largest_force_ha_per_bohr=0.0813 homo_energy_ev=-10.36 homo_lumo_gap_ev=3.78 multiplicity=1
S 12.24 -25.13 5.29 1.0124
O 13.22 -24.26 4.66 -0.7358
O 12.29 -24.85 6.70 -0.7136
O 10.89 -24.81 4.80 -0.7514
O 12.59 -26.58 5.15 -0.7887
C 8.63 -29.87 0.88 -1.4539
C 9.91 -29.57 0.12 -0.2758
C 10.96 -30.76 0.28 -0.8122
N 12.04 -30.83 -0.87 0.2362
C 12.94 -29.59 -0.57 -1.0869
C 11.53 -30.77 -2.35 -0.7237
C 12.29 -31.86 -3.19 -0.7043
C 13.45 -32.32 -2.24 -0.5194
C 12.92 -32.09 -0.89 -0.6483
H 8.74 -29.77 1.96 0.3490
H 8.23 -30.87 0.70 0.3590
H 7.82 -29.17 0.66 0.3911
H 10.20 -28.55 0.41 0.4093
H 9.70 -29.33 -0.92 0.3860
H 10.65 -31.81 0.31 0.3940
H 11.46 -30.71 1.25 0.5185
H 12.31 -28.70 -0.61 0.3610
H 13.76 -29.54 -1.29 0.4099
H 13.37 -29.62 0.43 0.4094
H 11.41 -29.76 -2.73 0.4946
H 10.49 -31.08 -2.38 0.3919
H 12.72 -31.31 -4.03 0.3041
H 11.72 -32.70 -3.57 0.3804
H 14.34 -31.74 -2.46 0.3178
H 13.63 -33.40 -2.17 0.3453
H 13.74 -31.93 -0.19 0.3071
H 12.26 -32.89 -0.55 0.4600
C 19.97 -27.21 5.26 -0.8589
N 18.66 -26.43 4.89 -0.1535
C 17.82 -27.11 3.88 -0.7637
C 17.84 -26.14 6.15 -0.9815
C 19.27 -25.01 4.42 -0.3251
C 18.33 -23.84 4.16 -0.7698
O 17.46 -24.08 3.10 -0.5216
H 19.60 -27.95 5.98 0.3547
H 20.71 -26.62 5.79 0.3549
H 20.33 -27.58 4.30 0.4047
H 16.99 -26.45 3.62 0.3700
H 17.61 -28.13 4.20 0.3497
H 18.34 -27.17 2.92 0.3596
H 17.57 -27.10 6.60 0.3776
H 16.95 -25.62 5.79 0.5228
H 18.41 -25.60 6.91 0.3377
H 19.86 -25.36 3.57 0.4207
H 20.01 -24.78 5.19 0.3607
H 18.89 -22.95 3.87 0.4256
H 17.85 -23.46 5.06 0.3645
H 16.60 -24.29 3.47 0.3584
C 16.22 -33.03 8.29 -0.9699
N 15.34 -34.12 7.61 -0.1075
C 16.07 -34.47 6.25 -0.8365
C 15.47 -35.30 8.61 -0.7966
C 13.82 -33.79 7.34 -0.4274
C 13.48 -32.35 7.05 -0.6315
O 14.29 -31.92 5.97 -0.5081
H 17.23 -33.44 8.35 0.4812
H 15.73 -32.82 9.24 0.3994
H 16.29 -32.16 7.63 0.3144
H 15.48 -35.25 5.77 0.3661
H 17.13 -34.70 6.41 0.3778
H 15.93 -33.55 5.68 0.3564
H 14.68 -35.15 9.35 0.3878
H 16.50 -35.43 8.95 0.3596
H 15.15 -36.21 8.10 0.3895
H 13.52 -33.93 8.37 0.2772
H 13.44 -34.56 6.67 0.4145
H 13.69 -31.67 7.88 0.3517
H 12.48 -32.12 6.68 0.4712
H 14.04 -30.99 5.95 0.3286
C 13.39 -18.54 5.93 -0.8772
N 12.23 -17.52 6.12 -0.0943
C 12.27 -16.93 7.55 -0.9111
C 12.07 -16.40 5.06 -0.8120
C 10.85 -18.29 6.04 -0.4570
C 10.65 -18.97 4.69 -0.5995
O 9.72 -19.99 4.97 -0.5373
H 14.30 -17.93 5.98 0.4076
H 13.42 -19.12 5.01 0.3710
H 13.47 -19.28 6.72 0.3708
H 11.42 -16.25 7.56 0.3978
H 13.22 -16.39 7.59 0.4109
H 12.35 -17.74 8.26 0.3549
H 12.18 -16.83 4.07 0.3668
H 12.76 -15.58 5.28 0.3635
H 11.10 -15.91 5.13 0.3647
H 10.08 -17.54 6.24 0.4699
H 10.87 -18.99 6.87 0.3650
H 11.48 -19.41 4.15 0.3851
H 10.15 -18.25 4.03 0.3433
H 10.18 -20.83 4.99 0.3139
C 12.66 -24.99 13.94 -0.8194
N 13.53 -25.54 12.79 0.0700
C 14.57 -26.57 13.30 -0.8495
C 12.53 -26.19 11.78 -1.0739
C 14.30 -24.42 12.14 -0.7353
C 13.58 -23.07 11.80 -0.5783
O 12.36 -23.25 11.02 -0.4623
H 12.42 -25.83 14.59 0.3791
H 11.69 -24.63 13.61 0.2881
H 13.40 -24.33 14.40 0.4367
H 14.01 -27.44 13.63 0.3613
H 15.12 -26.09 14.11 0.3793
H 15.22 -26.77 12.46 0.3740
H 11.68 -25.52 11.64 0.4411
H 12.03 -26.99 12.32 0.4310
H 13.00 -26.63 10.90 0.3960
H 14.77 -24.78 11.22 0.4425
H 15.17 -24.16 12.75 0.4708
H 14.37 -22.44 11.39 0.3378
H 13.26 -22.55 12.70 0.3571
H 12.57 -23.82 10.28 0.3501
C 6.12 -24.71 8.50 -1.0274
N 5.24 -25.76 7.84 0.0429
C 4.81 -25.38 6.43 -1.0329
C 6.07 -27.03 7.67 -0.9038
C 3.96 -25.97 8.77 -0.3596
C 2.64 -25.27 8.48 -0.6786
O 2.89 -23.86 8.42 -0.4980
H 5.56 -23.78 8.52 0.3507
H 6.89 -24.47 7.76 0.4838
H 6.53 -25.10 9.43 0.3824
H 5.70 -25.29 5.81 0.4536
H 4.41 -24.37 6.38 0.3652
H 4.20 -26.16 5.96 0.4178
H 5.40 -27.84 7.39 0.4056
H 6.65 -27.21 8.57 0.3374
H 6.83 -26.85 6.91 0.4367
H 4.35 -25.78 9.77 0.3737
H 3.69 -27.02 8.63 0.2901
H 1.94 -25.42 9.29 0.4498
H 2.14 -25.73 7.62 0.3846
H 2.07 -23.42 8.17 0.3243

***

(3)
156
Properties=species:S:1:pos:R:3:mulliken_charge:R:1 method="wB97M-V/def2-TZVPD" charge=0 energy_ev=-141828.6137 relative_energy_kj_mol=0.0 largest_force_ha_per_bohr=0.0618 homo_energy_ev="-7.55 / -8.30" homo_lumo_gap_ev="7.67 / 8.42" multiplicity=4
V 1.34 2.51 0.59 0.6290
C -0.03 5.34 0.68 -0.4484
O 1.14 4.62 0.93 -0.7636
H -0.61 5.45 1.61 0.2792
H 0.17 6.35 0.29 0.2533
H -0.72 4.87 -0.04 -0.1589
C -0.69 -1.14 1.37 -0.2105
F -1.91 -0.97 0.93 -0.1972
F -0.52 -0.56 2.54 -0.2218
F -0.46 -2.43 1.55 0.1469
S 0.58 -0.48 0.14 0.9804
O 1.76 -0.15 0.93 -0.6148
O 0.79 -1.46 -0.90 -0.3781
N 0.06 1.07 -0.28 0.9091
S -0.65 0.85 -1.71 -0.1817
O 0.28 1.05 -2.79 -0.3213
O -1.44 -0.35 -1.81 -0.3813
C -1.88 2.28 -1.83 0.2061
F -1.25 3.39 -2.16 -0.3131
F -2.72 1.96 -2.79 -0.1786
F -2.57 2.46 -0.72 -0.1683
C 5.90 -2.21 -0.25 -1.6434
C 4.82 -1.15 -0.07 1.1274
O 5.14 -0.03 0.76 -0.4880
H 6.22 -2.63 0.71 0.3793
H 6.79 -1.74 -0.69 0.4777
H 5.59 -3.04 -0.87 0.3635
H 3.92 -1.61 0.32 -0.5719
H 4.63 -0.76 -1.08 -0.0143
H 6.02 0.29 0.53 0.2504
C -0.78 -4.32 4.45 -0.5575
C 0.31 -4.99 5.26 -0.7343
O 1.42 -5.33 4.41 -0.5609
H -1.16 -5.09 3.77 0.3209
H -0.42 -3.46 3.88 0.0127
H -1.59 -3.99 5.10 0.4497
H -0.07 -5.88 5.76 0.3712
H 0.63 -4.34 6.08 0.3603
H 1.05 -5.94 3.77 0.3240
C -1.86 -3.42 -3.51 0.2864
C -2.68 -4.67 -3.78 -0.7204
O -2.21 -5.31 -4.96 -0.5493
H -2.00 -2.63 -4.26 0.2547
H -0.81 -3.67 -3.37 -0.0917
H -2.20 -2.92 -2.59 -0.0305
H -3.75 -4.47 -3.86 0.3348
H -2.50 -5.36 -2.95 0.2730
H -2.49 -4.81 -5.73 0.3172
C -1.58 0.22 -5.64 -0.7243
C -0.15 0.48 -6.08 0.5578
O -0.04 0.47 -7.50 -0.6158
H -2.17 1.05 -6.03 0.2681
H -1.68 0.08 -4.57 -0.0113
H -2.00 -0.66 -6.13 0.3436
H 0.52 -0.30 -5.69 -0.1070
H 0.21 1.42 -5.64 0.0421
H 0.88 0.52 -7.73 0.3173
C -2.52 4.26 -5.99 -0.8460
C -1.78 5.40 -5.29 0.3710
O -2.49 6.61 -5.32 -0.6200
H -1.83 3.42 -5.95 -0.0096
H -2.84 4.42 -7.02 0.3807
H -3.42 3.94 -5.45 0.3052
H -0.83 5.46 -5.83 0.2792
H -1.60 5.06 -4.27 -0.1823
H -2.09 7.17 -4.63 0.3458
C 3.47 -2.27 -4.05 -0.8528
C 2.09 -2.87 -4.02 -0.0061
O 1.82 -3.32 -2.68 -0.3139
H 4.23 -2.97 -3.70 0.2965
H 3.55 -1.36 -3.45 -0.1414
H 3.79 -2.06 -5.08 0.4379
H 1.99 -3.76 -4.64 0.4254
H 1.33 -2.18 -4.39 -0.0935
H 1.40 -2.59 -2.20 0.4087
C -4.03 0.46 3.08 0.1532
C -5.01 1.00 4.12 -0.7542
O -4.51 2.17 4.73 -0.5830
H -3.97 1.17 2.26 0.1675
H -4.42 -0.52 2.78 0.0718
H -3.04 0.24 3.49 -0.1929
H -5.20 0.25 4.90 0.3148
H -5.94 1.28 3.63 0.3535
H -3.83 1.98 5.40 0.3811
C -0.77 0.18 6.38 -0.7204
C -2.15 0.50 6.95 -0.2818
O -2.51 1.83 6.60 -0.5443
H -0.50 -0.85 6.62 0.3768
H -0.02 0.84 6.81 0.3412
H -0.73 0.30 5.30 0.0166
H -2.19 0.41 8.04 0.3362
H -2.91 -0.15 6.52 0.2179
H -1.97 2.45 7.10 0.3009
C -0.12 -5.05 -0.36 0.3090
C 0.48 -6.24 -1.07 -0.4108
O 0.90 -7.16 -0.03 -0.5436
H -0.82 -5.32 0.44 0.4214
H -0.59 -4.36 -1.05 -0.1734
H 0.64 -4.45 0.15 -0.4324
H 1.38 -5.96 -1.62 0.2143
H -0.19 -6.79 -1.73 0.3265
H 1.09 -8.02 -0.42 0.2729
C 5.06 3.76 0.96 -1.1413
C 4.28 2.95 1.98 -0.2910
O 3.39 2.03 1.34 0.3079
H 4.39 4.41 0.41 0.1874
H 5.64 3.16 0.26 0.2273
H 5.72 4.43 1.51 0.4578
H 3.73 3.59 2.66 0.3439
H 5.00 2.38 2.58 0.3234
H 3.91 1.24 1.08 -0.1465
C -3.59 -3.82 1.85 0.4916
C -4.98 -4.42 1.80 -0.7138
O -5.66 -4.40 3.05 -0.5398
H -3.04 -4.20 2.71 0.0798
H -3.66 -2.74 2.01 -0.3598
H -3.05 -3.97 0.91 0.0134
H -4.92 -5.46 1.46 0.3629
H -5.60 -3.86 1.08 0.3281
H -5.96 -3.50 3.20 0.2931
C 3.25 1.98 -3.52 -1.6214
C 3.20 1.76 -2.01 0.9186
O 2.39 2.75 -1.37 0.1246
H 2.23 1.96 -3.90 0.2633
H 3.87 1.25 -4.04 0.4119
H 3.68 2.95 -3.78 0.4893
H 4.20 1.75 -1.56 0.2708
H 2.75 0.79 -1.80 -0.6933
H 2.68 3.62 -1.67 0.0484
C 2.93 -3.50 2.02 -0.8362
C 3.48 -2.70 3.19 -0.3499
O 2.59 -2.69 4.29 -0.5724
H 3.63 -3.63 1.19 0.4056
H 2.05 -3.04 1.57 -0.1179
H 2.66 -4.52 2.31 0.5694
H 3.85 -1.71 2.92 0.2082
H 4.39 -3.25 3.51 0.3523
H 2.20 -3.58 4.33 0.3515
C -0.25 3.38 4.36 -1.4417
C -0.55 2.46 3.19 0.9154
O 0.73 2.02 2.66 0.3513
H -1.18 3.80 4.76 0.3920
H 0.36 4.23 4.05 0.3476
H 0.21 2.91 5.23 0.3323
H -1.04 3.01 2.40 0.1137
H -1.17 1.61 3.46 -0.5655
H 1.17 1.48 3.33 0.0901
C -3.04 6.66 -1.90 -0.6079
C -2.12 7.86 -2.08 -0.2852
O -1.19 7.67 -3.15 -0.5692
H -2.48 5.77 -1.61 -0.1465
H -3.36 6.44 -2.93 0.2667
H -3.92 6.81 -1.28 0.4099
H -1.57 8.04 -1.15 0.3494
H -2.71 8.77 -2.26 0.3260
H -0.51 8.33 -3.00 0.2732